Molecular formula: C37H57F24NO6
Method: DFT, ωB97M-V/def2-TZVPD

Results
* LUMO: 0.199 eV
* orbital gap: 9.80 eV
* SMILES string: CCCCCCCCCCCCCCC(=O)O[C@H](CCN)CCOCC.FC(F)C(F)(F)COC(F)(F)C(F)F.FC(F)C(F)(F)COC(F)(F)C(F)F.FC(F)C(F)(F)COC(F)(F)C(F)F
* HOMO: -9.6 eV
* electronic energy: -118288.48377 eV

```
! wB97M-V def2-TZVPD RIJCOSX def2/J DEFGRID3
* xyz 0 1
F -6.55 -2.50 0.10
F 2.73 -1.10 -5.11
F 0.43 1.83 -2.10
F -0.91 -0.25 -3.04
F 8.04 -5.05 -2.52
F 0.88 -1.50 -3.07
F 6.13 -6.55 -1.18
F 4.47 -6.46 -3.55
F 8.51 -4.48 -4.58
F 7.03 -7.49 -3.58
F 3.84 -1.41 -2.45
F 1.08 1.16 -4.08
F -7.33 -2.19 -2.44
F -4.18 0.93 -4.28
F -6.65 1.90 -4.55
F -6.02 1.62 -2.47
F 4.05 -7.19 -0.99
F -4.92 -0.87 -3.30
F 3.29 -4.98 -2.49
F 5.55 -0.32 -3.20
F -5.75 -0.58 -0.60
F 9.12 -7.01 -3.97
F 4.59 -2.24 -4.87
F -8.96 -1.88 -1.04
O -8.12 -0.12 -2.02
O 0.26 4.80 6.58
O 5.39 -4.51 -2.92
O 2.64 9.17 4.15
O 3.63 0.72 -3.16
O 0.80 5.10 4.42
N -1.19 8.86 3.40
C 7.65 -5.20 -3.81
C -0.48 1.05 3.79
C -2.98 -5.42 -0.56
C 4.03 -1.01 -4.79
C -1.78 0.42 3.28
C -7.81 -1.35 -1.51
C -2.91 -1.84 2.75
C 4.22 -0.49 -3.35
C -0.28 6.57 2.92
C 3.02 9.78 2.94
C -3.99 -4.34 -0.10
C 7.85 -6.65 -4.25
C -6.42 0.97 -3.58
C 1.14 7.45 4.93
C -3.25 -2.35 1.34
C 4.85 -6.12 -1.22
C 2.56 0.97 -2.26
C -3.72 -3.81 1.32
C 6.27 -4.55 -4.02
C 0.31 -0.42 -2.50
C -6.88 -1.25 -0.29
C 1.12 0.86 -2.77
C -5.26 0.13 -4.13
C 0.53 4.34 5.50
C 0.29 -6.11 -0.81
C 3.37 11.24 3.22
C -0.82 -5.87 -1.84
C -0.69 2.41 4.46
C 4.53 -5.52 -2.60
C 0.58 2.87 5.19
C -1.59 -1.04 2.85
C 0.94 -7.48 -0.94
C 0.16 6.42 4.38
C 2.34 7.78 4.04
C -0.52 8.00 2.40
C -7.78 0.29 -3.33
C -1.83 -4.82 -1.37
H 1.56 -7.69 -0.07
H -5.00 -4.75 -0.16
H -4.61 -3.92 1.95
H -2.84 -2.71 3.41
H -2.11 0.98 2.40
H 0.21 -0.59 -1.42
H 0.60 8.35 5.22
H 6.49 -3.51 -4.22
H 0.43 6.04 2.28
H 3.21 7.22 4.38
H 2.20 9.75 2.20
H -0.13 -6.02 0.20
H -1.08 -1.06 1.89
H 2.70 0.43 -1.32
H -1.78 9.52 2.90
H -1.30 -4.11 -0.72
H -3.48 -6.17 -1.18
H -0.72 6.37 5.02
H -7.96 -0.50 -4.06
H 1.52 7.02 5.86
H -7.38 -0.73 0.53
H 1.56 -7.57 -1.84
H -1.34 -6.82 -2.03
H 3.86 11.70 2.37
H -0.97 3.14 3.69
H 4.53 -0.34 -5.50
H 0.41 8.42 2.02
H -0.93 -1.52 3.58
H -5.52 -0.28 -5.11
H 0.18 -8.27 -0.98
H 0.70 2.33 6.12
H 2.67 2.02 -2.03
H -1.52 2.30 5.17
H -0.38 -5.56 -2.79
H 4.00 11.28 4.11
H -0.50 9.45 3.85
H -2.23 -4.24 -2.21
H -4.04 -1.74 0.89
H -3.93 -3.51 -0.81
H -0.03 0.37 4.52
H 3.88 9.26 2.48
H 5.78 -4.94 -4.92
H 1.44 2.67 4.54
H 4.71 -5.38 -0.44
H -3.75 -1.23 3.11
H -2.56 -5.94 0.30
H -2.38 -2.29 0.68
H -8.50 1.08 -3.54
H 2.45 11.78 3.46
H -1.19 7.91 1.54
H 0.22 1.15 2.96
H 1.04 -5.34 -0.95
H -2.93 -4.40 1.79
H -1.23 6.03 2.82
H -2.55 0.48 4.06
H 7.68 -6.75 -5.32
H 2.17 7.52 2.99
*
```

Atom charges from the Mulliken analysis, given in e for atoms 1 to 8: number 1, F, carries -0.236; number 2, F, carries -0.208; number 3, F, carries -0.315; number 4, F, carries -0.263; number 5, F, carries -0.273; number 6, F, carries -0.240; number 7, F, carries -0.224; number 8, F, carries -0.317